Entry 1:
DFT (ωB97M-V/def2-TZVPD) results for a cluster of 16 separate species, C18H68N6O16 in total in a non-equilibrium geometry.

Calculated values
- Energy relative to the best compared isomer or geometry (same formula, charge and spin): 0.0 kcal/mol
- LUMO energy: -0.06 eV
- HOMO-LUMO gap: 8.8 eV

Positions of all 108 atoms, in Å:
H1 -6.728 12.212 -16.076
H2 -10.262 8.586 -13.186
H3 -9.016 17.976 -13.735
H4 -8.698 12.149 -12.652
H5 -6.232 16.327 -16.165
H6 -12.199 12.695 -12.764
H7 -11.100 13.306 -13.943
C1 -5.758 10.441 -18.709
H8 -9.071 10.817 -17.281
C2 -8.860 11.611 -11.727
O1 -5.634 16.636 -15.467
N1 -11.280 13.850 -10.828
H9 -8.304 17.797 -10.134
O2 -4.317 14.426 -18.577
H10 -3.463 14.620 -18.190
H11 -6.748 18.312 -14.757
C3 -5.148 13.950 -17.554
H12 -6.838 17.672 -11.224
H13 -4.882 10.460 -10.685
H14 -5.857 8.720 -14.558
C4 -7.490 13.851 -14.991
C5 -9.705 8.897 -17.499
H15 -9.797 12.839 -15.413
H16 -5.961 10.977 -17.774
H17 -5.232 8.225 -16.439
C6 -3.162 14.982 -13.906
C7 -6.281 17.339 -14.429
H18 -12.589 12.876 -15.658
H19 -9.532 11.553 -19.444
H20 -6.666 15.365 -12.344
H21 -7.032 16.734 -13.877
H22 -4.137 12.471 -11.732
H23 -11.782 12.327 -17.024
H24 -10.534 17.286 -17.158
H25 -5.273 14.314 -12.383
O3 -8.485 11.676 -15.367
N2 -9.394 18.486 -14.538
H26 -10.293 8.990 -14.832
H27 -5.132 10.285 -14.652
H28 -6.267 10.881 -19.547
N3 -11.495 13.357 -13.014
H29 -3.449 15.721 -13.157
C8 -10.879 13.992 -12.062
H30 -8.336 10.822 -14.973
C9 -7.882 17.265 -10.944
H31 -4.097 14.677 -14.453
H32 -2.599 13.070 -13.919
O4 -10.606 13.329 -15.507
H33 -9.797 6.915 -17.744
H34 -10.559 14.161 -10.154
H35 -10.209 13.253 -19.808
H36 -10.906 18.833 -16.445
O5 -7.453 13.782 -19.681
O6 -6.155 9.113 -18.528
O7 -11.029 9.113 -17.177
H37 -6.547 14.301 -14.865
H38 -5.226 12.873 -17.632
O8 -8.727 17.209 -12.051
C10 -6.230 14.465 -11.942
H39 -8.498 13.960 -17.945
H40 -8.968 16.254 -12.322
H41 -9.873 11.221 -11.791
H42 -6.801 11.892 -14.268
H43 -4.688 10.475 -19.010
C11 -9.562 12.589 -19.182
C12 -8.232 13.152 -18.665
O9 -5.985 14.734 -10.541
H44 -4.739 14.141 -16.585
H45 -4.132 11.473 -13.184
H46 -2.553 15.348 -14.634
H47 -10.106 12.568 -18.291
H48 -8.295 8.294 -14.121
H49 -11.596 11.481 -15.396
H50 -10.195 10.207 -13.578
N4 -10.254 18.021 -16.480
H51 -8.787 12.273 -10.847
N5 -9.183 7.716 -17.712
C13 -9.811 9.262 -13.862
C14 -4.605 11.609 -12.208
C15 -9.623 17.575 -15.425
O10 -8.469 9.212 -13.792
H52 -9.257 19.510 -14.638
C16 -5.551 9.536 -15.216
H53 -5.461 17.613 -13.778
H54 -5.692 11.680 -12.426
O11 -2.561 13.828 -13.359
H55 -7.644 12.415 -18.168
H56 -7.883 9.615 -17.934
H57 -5.560 8.542 -19.033
O12 -9.754 14.771 -12.411
H58 -5.490 15.550 -10.409
H59 -7.879 14.283 -15.929
H60 -7.963 14.457 -20.130
H61 -8.284 7.612 -18.075
H62 -8.229 14.056 -14.216
H63 -11.830 13.122 -10.610
H64 -8.124 9.994 -12.411
H65 -6.114 14.405 -17.674
O13 -4.641 8.878 -15.977
O14 -4.262 10.447 -11.429
O15 -7.876 10.595 -11.713
H66 -6.443 9.894 -15.721
N6 -8.807 9.867 -17.624
H67 -6.844 13.631 -12.162
C17 -11.657 12.412 -15.920
C18 -7.313 12.370 -15.115
H68 -7.882 16.280 -10.524
O16 -9.184 16.293 -15.267

Atomic partial charges in e from the Mulliken method, atoms 1 to 8: -1.58, 0.48, 0.23, 0.05, 0.31, 0.23, 0.17, -0.57

Entry 2:
DFT (ωB97M-V/def2-TZVPD) results for a cluster of 6 separate species, C26H50ClN4O7 in total in a non-equilibrium geometry.

Calculated values
- Charge: +1
- LUMO energy: -4.09 eV
- HOMO-LUMO gap: 6.8 eV

Positions of all 88 atoms, in Å:
H1 4.332 0.551 -9.055
C1 1.123 0.477 1.916
C2 2.706 -1.882 -9.500
H2 -1.915 2.301 1.969
C3 -5.186 2.063 2.263
H3 -7.853 5.867 6.491
H4 -0.066 1.167 -0.806
H5 -5.444 1.455 0.184
C4 2.019 -0.820 -2.433
C5 7.632 -5.085 -0.799
H6 6.761 -3.346 0.119
C6 -7.029 5.204 6.217
H7 -3.789 2.076 3.948
H8 5.608 -0.664 -9.286
N1 0.708 -0.072 -2.528
H9 -7.309 4.179 6.487
C7 2.672 -1.009 -10.735
H10 -1.314 0.604 -2.110
H11 2.590 -0.647 -6.603
C8 -0.356 0.239 -1.498
H12 -4.532 3.870 6.222
C9 6.628 -4.434 0.128
H13 1.762 -1.866 -8.948
H14 -5.467 1.038 2.533
H15 -5.586 6.651 6.859
C10 -4.838 2.132 0.792
C11 -6.680 5.273 4.746
H16 2.054 -0.123 -10.550
O1 7.052 -5.079 -2.110
H17 -0.863 0.807 4.729
H18 0.360 -1.238 4.827
H19 2.274 -1.527 -11.612
C12 -1.081 -1.184 7.169
H20 8.589 -4.555 -0.817
Cl1 2.732 -1.637 -0.930
H21 2.068 0.728 1.245
C13 -3.876 2.422 2.915
O2 -1.425 0.083 6.592
C14 -1.396 -0.043 5.164
O3 -5.295 4.918 4.630
C15 -1.114 -2.200 6.049
H22 -0.127 0.899 -4.256
H23 -0.218 -2.018 -0.866
H24 4.263 0.308 -11.460
H25 5.061 -5.402 -2.602
C16 -0.869 -1.073 -0.632
H26 7.815 -6.127 -0.518
H27 -2.690 0.729 2.268
H28 1.487 0.314 3.020
H29 -2.133 -2.582 5.921
H30 5.549 -3.707 -2.382
H31 6.715 -4.781 1.161
N2 2.847 -0.889 -3.698
H32 0.349 1.386 1.887
O4 -0.958 -0.781 0.829
C17 4.545 -0.455 -9.431
O5 3.762 -1.383 -8.668
O6 -3.453 1.777 0.676
H33 -1.048 -1.791 3.900
C18 -4.715 4.913 5.942
H34 -0.450 -3.050 6.224
H35 2.397 1.122 -6.237
C19 5.667 -4.724 -1.994
N3 2.325 0.109 -5.919
C20 -5.718 5.563 6.869
H36 -6.010 2.727 2.537
C21 -0.729 -1.366 4.854
H37 -7.286 4.595 4.138
H38 -3.757 5.442 5.923
H39 -1.781 -1.425 7.974
H40 4.684 -1.412 -11.352
C22 -2.872 1.772 1.988
N4 0.676 0.342 -3.867
H41 2.944 -2.921 -9.755
H42 -0.076 -1.095 7.596
O7 0.855 -2.164 1.698
H43 -6.798 6.291 4.358
C23 0.360 -0.923 1.472
H44 -5.632 5.217 7.902
C24 1.913 -0.093 -4.625
H45 5.038 -5.819 -0.254
H46 -3.743 3.510 2.905
C25 5.318 -4.794 -0.524
H47 -4.955 3.150 0.404
H48 4.494 -4.130 -0.249
H49 -1.988 -1.323 -0.961
C26 4.116 -0.604 -10.875
H50 -2.431 -0.028 4.806

Atomic partial charges in e from the Mulliken method, atoms 1 to 8: 0.23, -0.72, -0.29, -0.02, -0.52, 0.34, 0.22, 0.31

Entry 3:
DFT (ωB97M-V/def2-TZVPD) results for a cluster of 2 separate species, C4H8N3O2 in total in a non-equilibrium geometry.

Calculated values
- Charge: +1
- Energy relative to the best compared isomer or geometry (same formula, charge and spin): 83.4 kcal/mol
- LUMO energy: -3.87 eV
- HOMO-LUMO gap: 9.5 eV

Positions of all 17 atoms, in Å:
N1 -0.120 2.054 2.071
H1 -1.592 -1.250 0.491
H2 0.282 2.949 2.046
C1 -1.475 -0.278 1.022
N2 -0.004 0.071 0.800
H3 -0.369 0.346 -4.452
C2 0.933 -0.746 0.374
O1 0.670 -2.016 0.238
C3 0.855 -0.650 -3.091
H4 -2.092 0.564 0.534
O2 1.504 -1.109 -2.236
C4 0.561 1.365 1.235
H5 -0.977 1.824 2.536
H6 -1.544 -0.277 2.171
H7 1.795 -0.326 0.130
N3 0.305 0.167 -3.802
H8 1.265 -2.688 -0.066

Atomic partial charges in e from the Mulliken method, atoms 1 to 8: -0.06, 0.35, 0.34, -0.84, 0.15, 0.26, 0.16, -0.44

Entry 4:
DFT (ωB97M-V/def2-TZVPD) results for a cluster of 2 separate species, C4H9NO2 in total in a non-equilibrium geometry.

Calculated values
- Energy relative to the best compared isomer or geometry (same formula, charge and spin): 206.3 kcal/mol
- LUMO energy: -2.80 eV
- HOMO-LUMO gap: 4.4 eV

Positions of all 16 atoms, in Å:
H1 2.913 -1.898 2.089
H2 -2.444 0.995 -0.278
C1 0.332 0.485 -0.249
C2 -1.961 0.353 -2.199
H3 0.847 -1.176 2.856
O1 2.715 -0.952 2.194
H4 1.375 0.482 -0.582
H5 -0.450 2.548 -0.393
C3 -0.397 1.600 -0.908
H6 1.275 -2.397 1.649
N1 -1.863 1.135 -1.103
C4 1.327 -1.338 1.895
H7 0.412 0.564 0.861
H8 -1.438 0.761 -3.100
O2 -2.680 -0.644 -2.143
H9 0.038 -0.517 -0.589

Atomic partial charges in e from the Mulliken method, atoms 1 to 8: 0.34, 0.26, -0.69, 0.12, 0.27, -0.39, 0.41, 0.31

Entry 5:
DFT (ωB97M-V/def2-TZVPD) results for a structure of composition C51H49O4SbTeW in a non-equilibrium geometry.

Calculated values
- Charge: +2
- Energy relative to the best compared isomer or geometry (same formula, charge and spin): 51.0 kcal/mol
- LUMO energy (alpha / beta): -7.28 / -7.28 eV
- HOMO-LUMO gap (alpha / beta): 6.5 / 6.5 eV

Positions of all 107 atoms, in Å:
H1 0.533 -4.005 2.150
H2 -0.857 2.856 2.504
H3 0.659 1.481 6.276
O1 2.504 2.209 3.290
C1 0.989 -0.329 4.505
C2 -3.373 -2.834 2.631
H4 4.729 1.757 4.713
O2 1.429 0.334 -0.036
C3 0.561 0.800 3.586
C4 2.458 -1.729 0.530
H5 0.002 -3.427 5.445
C5 -3.299 -0.514 3.290
H6 -1.175 -5.817 -0.720
C6 3.288 -2.598 -0.160
C7 1.296 -3.620 1.485
H7 5.834 2.376 3.479
C8 1.737 1.280 2.637
H8 -4.268 -4.171 4.046
C9 -1.832 -4.726 -2.449
H9 0.173 4.337 0.447
H10 -3.053 0.519 3.074
W1 0.003 0.576 1.022
H11 2.623 1.382 -1.645
H12 -0.345 2.945 -3.482
H13 3.791 -4.637 -0.556
H14 7.202 0.039 -0.423
Te1 -0.829 2.226 -0.958
C10 -5.050 -0.856 -0.498
H15 0.166 4.715 -1.291
H16 -3.593 2.050 0.506
H17 1.440 3.668 -0.619
C11 -1.502 -4.861 -1.108
H18 1.198 1.850 1.729
H19 2.742 0.676 5.224
C12 -6.351 -0.401 -0.640
C13 3.831 0.287 -0.265
H20 -4.727 -2.402 5.705
H21 0.725 -1.593 1.843
C14 -6.662 0.922 -0.356
H22 3.430 -1.188 6.690
H23 -0.713 -1.559 4.028
H24 4.972 2.890 1.123
H25 -0.174 1.169 -3.408
C15 0.217 -1.485 4.581
H26 4.062 -2.206 -0.803
H27 -0.322 3.450 7.369
C16 1.779 -2.440 6.141
C17 6.198 0.345 -0.688
H28 -1.568 5.120 6.048
H29 2.088 -3.262 6.773
C18 -4.360 1.354 0.184
C19 4.000 3.053 1.585
C20 -2.361 -2.408 -2.097
C21 1.426 -2.255 1.307
Sb1 -2.186 -0.837 0.516
H30 2.657 -0.695 2.681
H31 -1.765 -5.581 -3.108
H32 -2.712 -1.454 -2.474
C22 4.828 2.457 3.885
H33 -1.847 4.805 3.615
C23 0.130 2.212 5.683
H34 -7.684 1.267 -0.444
C24 -3.905 -0.835 4.493
H35 4.531 2.156 -3.008
C25 2.634 -0.198 0.538
C26 3.847 2.130 2.786
C27 5.128 -0.094 0.073
C28 -1.133 4.258 5.561
C29 2.537 -1.279 6.086
C30 0.392 3.955 -0.547
H36 4.662 3.472 4.243
H37 -7.124 -1.085 -0.964
H38 -5.914 2.831 0.263
C31 -4.057 0.025 -0.088
C32 -2.258 -3.502 -2.944
H39 1.163 2.217 -2.854
C33 2.750 0.218 2.099
C34 2.150 -0.228 5.270
H40 6.833 1.489 -2.390
C35 -0.002 2.036 4.314
C36 0.615 -2.536 5.395
C37 -4.247 -2.153 4.768
C38 -3.987 -3.147 3.838
H41 -2.517 -3.393 -3.988
H42 -1.334 -3.879 0.789
H43 2.077 -5.552 0.979
C39 -0.720 2.980 3.577
C40 -0.429 3.323 6.300
C41 2.161 -4.484 0.828
C42 -1.283 4.084 4.192
O3 3.995 0.766 2.426
H44 5.300 -0.740 0.922
C43 5.992 1.161 -1.793
C44 -5.667 1.800 0.048
H45 -4.121 -0.054 5.212
C45 -2.037 -2.551 -0.750
C46 -3.022 -1.519 2.363
C47 -1.597 -3.772 -0.254
H46 -4.806 -1.894 -0.698
C48 4.705 1.537 -2.137
H47 3.230 2.849 0.838
H48 3.918 4.089 1.911
H49 -3.192 -3.616 1.905
C49 3.632 1.103 -1.372
C50 3.132 -3.972 -0.014
C51 0.086 2.111 -2.934
O4 -0.489 0.353 2.721

Atomic partial charges in e from the Mulliken method, atoms 1 to 8: 0.67, 0.08, 0.58, -0.39, 0.13, -0.62, 0.41, -0.01

Entry 6:
DFT (ωB97M-V/def2-TZVPD) results for a cluster of 8 separate species, C35H56FN3O9 in total in a non-equilibrium geometry.

Calculated values
- Energy relative to the best compared isomer or geometry (same formula, charge and spin): 0.0 kcal/mol
- LUMO energy: 0.29 eV
- HOMO-LUMO gap: 8.2 eV

Positions of all 104 atoms, in Å:
H1 5.137 -0.359 1.412
H2 1.569 10.621 0.596
H3 4.453 0.904 2.451
C1 0.291 -4.304 4.994
C2 1.508 0.226 1.736
C3 1.575 1.656 -1.147
H4 -1.276 1.708 0.452
C4 -3.971 -9.485 3.867
H5 -2.990 -9.191 4.245
H6 0.189 13.015 -1.071
N1 0.109 -1.623 -1.231
C5 0.633 11.057 0.950
C6 0.030 11.980 -1.378
H7 -5.552 -7.319 4.823
C7 -0.025 1.290 -7.974
C8 -4.625 -8.318 3.171
H8 2.321 2.235 -9.284
H9 0.226 10.425 1.737
H10 -0.581 7.708 -1.148
H11 0.795 5.432 -1.536
H12 2.329 -1.080 -4.189
C9 2.139 -2.748 5.890
O1 3.989 -0.785 4.236
C10 1.062 -3.011 4.871
H13 1.704 -2.717 6.892
H14 -3.021 -8.459 -1.009
O2 -2.007 5.116 -0.303
C11 -1.173 -1.604 -1.235
C12 2.332 2.304 -8.194
C13 1.437 1.245 -7.603
C14 0.609 0.706 0.802
H15 2.426 -0.220 1.344
C15 4.919 -0.911 3.470
H16 -4.598 -9.827 4.692
H17 -4.384 -5.350 -2.749
C16 0.721 -0.394 -1.517
H18 0.189 4.006 -0.690
F1 1.929 2.754 -0.572
H19 -5.357 -6.325 3.369
C17 2.471 2.303 -3.298
H20 6.186 0.544 2.541
H21 -1.706 -3.684 -1.111
H22 2.900 -3.528 5.836
O3 0.826 -2.217 3.991
C18 1.271 0.065 -2.703
C19 0.093 0.943 3.485
C20 -0.969 7.253 -0.236
C21 -0.359 11.141 -0.185
H23 -1.984 7.610 -0.073
C22 -3.226 -7.605 -0.361
H24 3.350 2.152 -7.842
H25 -0.224 -4.341 5.955
C23 -0.575 1.312 1.191
H26 6.868 -1.755 3.748
H27 1.996 3.293 -7.879
O4 1.874 0.396 -6.860
C24 -0.978 5.751 -0.375
H28 -3.844 -10.302 3.160
H29 -1.509 -2.886 0.514
H30 -0.139 1.177 -9.054
C25 5.849 -2.094 3.553
H31 -2.981 -0.489 -1.293
N2 1.769 1.313 -2.403
H32 -0.098 1.062 4.552
C26 -4.419 -6.307 -2.232
H33 -2.408 -7.499 0.350
C27 0.348 5.073 -0.608
H34 -1.668 0.410 -2.046
H35 -0.354 7.544 0.618
C28 -2.081 -0.597 -1.923
H36 -0.449 -4.359 4.197
O5 1.846 3.371 -3.454
H37 0.564 -1.402 -4.123
H38 -4.151 -7.768 0.192
C29 1.282 0.324 3.097
H39 -0.549 0.474 -7.479
N3 0.933 0.610 -0.605
O6 -4.928 -8.373 2.001
C30 -3.335 -6.351 -1.185
H40 0.970 -5.153 4.902
H41 1.018 5.269 0.231
H42 -0.462 2.236 -7.651
H43 1.190 0.056 -4.885
C31 1.338 -0.627 -4.024
H44 2.605 -1.790 5.680
O7 3.544 2.011 -3.810
C32 -4.885 -7.082 3.993
H45 -5.396 -6.417 -1.760
H46 -4.266 -7.106 -2.960
H47 -2.956 -2.584 -0.497
H48 -3.944 -6.684 4.376
C33 5.196 0.110 2.396
C34 -0.817 1.418 2.551
O8 -2.584 -5.413 -1.016
H49 0.818 12.052 1.358
O9 -1.418 10.562 -0.141
H50 0.940 11.584 -1.832
H51 -0.771 11.952 -2.115
H52 -1.709 1.908 2.947
H53 5.534 -2.745 4.367
H54 -2.452 -1.016 -2.873
H55 2.007 -0.050 3.834
C35 -1.871 -2.759 -0.512
H56 5.818 -2.658 2.619

Atomic partial charges in e from the Mulliken method, atoms 1 to 8: 0.32, 0.31, 0.25, -1.22, 0.13, 0.37, 0.61, -1.15

Values of total energy, in order: -61462.5684; -60572.9286; -12833.6537; -9871.1160; -77511.7232; -62816.9538, all in eV.